[1]
This record from the OMol25 dataset describes a cluster of 14 separate species, C5H40N2O14 in total at a distorted geometry. The level of theory is ωB97M-V with the def2-TZVPD basis set.

Positions of all 61 atoms, in Å:
N  -1.890  0.693  -1.550
C  -0.541  0.375  -1.043
C  -0.484  -0.858  -0.142
O  -0.429  -2.098  -0.887
C  0.000  1.572  -0.278
N  1.433  1.533  0.038
C  2.210  2.029  -1.101
C  1.602  2.419  1.197
H  -2.362  -0.130  -1.908
H  -2.414  1.119  -0.797
H  0.046  0.212  -1.964
H  0.305  -0.774  0.610
H  -1.402  -1.096  0.411
H  0.188  -1.895  -1.613
H  -0.421  2.508  -0.682
H  -0.506  1.537  0.708
H  2.407  1.380  -1.950
H  1.841  3.022  -1.441
H  3.225  2.308  -0.792
H  2.582  2.156  1.655
H  1.684  3.495  1.053
H  0.916  2.302  2.037
H  1.988  -2.085  -3.032
H  0.743  -1.358  -3.709
O  1.035  -2.201  -3.272
H  -0.669  0.246  4.216
H  -1.469  1.196  4.960
O  -1.634  0.380  4.460
H  0.911  -3.059  1.436
H  1.055  -3.137  -0.084
O  1.581  -3.054  0.726
H  -0.571  0.033  -5.003
H  -0.062  0.827  -3.752
O  0.178  0.164  -4.413
H  -4.368  1.256  1.766
H  -4.524  0.904  0.370
O  -4.519  1.705  0.915
H  2.390  -1.478  0.221
H  2.873  -0.021  0.435
O  3.112  -0.851  -0.004
H  -3.086  0.026  3.405
H  -2.403  0.473  2.280
O  -3.315  0.198  2.456
H  3.126  -0.822  -1.450
H  3.959  -1.470  -2.690
O  3.236  -0.907  -2.413
H  0.193  -2.573  4.024
H  -0.576  -2.591  2.535
O  0.231  -2.506  3.065
H  0.978  -0.766  2.978
H  0.998  0.704  2.863
O  0.862  0.033  3.545
H  -3.043  2.854  0.721
H  -2.616  3.422  -0.580
O  -2.267  3.284  0.310
H  -2.897  -1.978  2.006
H  -2.341  -2.752  0.828
O  -2.408  -2.788  1.790
H  1.705  1.150  -4.438
H  3.001  1.133  -3.694
O  2.368  1.752  -4.066

Calculated values
E_tot (hartree): -1377.3398
ΔE to the lowest compared entry with this formula, charge and spin (kJ/mol): 394.2
Charge: 0
Kohn-Sham gap (eV): 9.596
Lowest unoccupied orbital energy (eV): 0.1
E_HOMO (eV): -9.51

[2]
This record from the OMol25 dataset describes a structure of composition C35H42AsCl2N2O4Pt at a distorted geometry. The level of theory is ωB97M-V with the def2-TZVPD basis set.

Positions of all 87 atoms, in Å:
O  3.397  1.708  -2.220
C  2.495  1.867  -3.012
C  1.556  3.046  -3.116
C  0.933  3.608  -1.984
H  0.722  2.983  -1.113
C  0.605  4.971  -2.009
H  0.193  5.451  -1.116
C  0.821  5.719  -3.177
H  0.648  6.801  -3.176
C  1.152  5.063  -4.371
H  1.192  5.619  -5.302
C  1.425  3.692  -4.345
H  1.583  3.115  -5.254
H  2.209  1.049  -3.772
C  -0.420  -0.825  -4.360
C  -1.250  0.009  -3.398
H  -0.571  -0.469  -5.383
H  -0.729  -1.869  -4.283
H  0.637  -0.768  -4.096
C  -1.824  1.165  -3.818
C  -2.738  1.261  -4.995
H  -1.574  2.051  -3.251
H  -2.475  2.104  -5.638
H  -3.770  1.414  -4.679
H  -2.752  0.357  -5.600
Pt  -1.058  -0.462  -1.517
Cl  -2.118  1.495  -0.748
Cl  -2.993  -1.581  -2.481
C  -3.168  -1.262  0.436
O  -1.948  -1.531  0.183
N  -3.973  -2.120  1.049
C  -3.540  -3.472  1.368
C  -5.375  -1.806  1.299
H  -3.622  -0.304  0.172
H  -2.511  -3.576  1.008
H  -4.201  -4.203  0.871
H  -3.583  -3.641  2.457
H  -5.615  -0.817  0.896
H  -5.607  -1.800  2.373
H  -6.039  -2.543  0.828
H  1.233  -5.120  -1.819
H  3.829  -4.014  -1.605
C  1.283  -4.401  -2.653
C  3.445  -3.237  -2.277
N  1.983  -3.194  -2.224
H  0.268  -4.154  -2.987
C  1.299  -2.178  -1.715
O  0.025  -2.262  -1.621
H  3.861  -2.269  -1.989
H  1.867  -1.284  -1.417
H  1.862  -4.852  -3.469
H  3.774  -3.483  -3.294
O  0.519  -0.150  0.189
As  0.518  0.158  1.870
C  2.249  -0.316  2.693
C  2.370  -0.299  4.087
C  3.584  -0.666  4.683
C  4.663  -1.051  3.882
C  4.538  -1.053  2.490
C  3.329  -0.675  1.887
C  0.408  2.062  2.262
C  -0.845  2.672  2.380
C  -0.931  3.990  2.848
C  0.236  4.708  3.139
C  1.489  4.117  2.945
C  1.578  2.790  2.506
C  -0.610  -1.056  2.909
C  -1.679  -0.573  3.665
C  -2.377  -1.449  4.505
C  -1.982  -2.784  4.612
C  -0.897  -3.257  3.865
C  -0.217  -2.390  3.002
H  1.523  -0.010  4.714
H  3.678  -0.652  5.770
H  5.605  -1.349  4.348
H  5.379  -1.351  1.865
H  3.214  -0.659  0.803
H  -1.741  2.123  2.089
H  -1.912  4.451  2.984
H  0.167  5.734  3.510
H  2.399  4.685  3.143
H  2.550  2.313  2.373
H  -1.951  0.481  3.607
H  -3.232  -1.082  5.080
H  -2.521  -3.466  5.280
H  -0.581  -4.300  3.948
H  0.636  -2.747  2.415

Calculated values
E_tot (hartree): -5044.6929
⟨S²⟩: 2.02
ΔE to the lowest compared entry with this formula, charge and spin (kJ/mol): 75.3
Charge: -1
Kohn-Sham gap (alpha / beta) (eV): 2.708 / 6.051
Lowest unoccupied orbital energy (alpha / beta) (eV): 2.2 / 2.2
2S+1: 3
E_HOMO (alpha / beta) (eV): -0.47 / -3.82